The following is a quantum chemistry calculation of a single C22H33N3O3 molecule, from the Open Molecules 2025 dataset.

Last columns: bonded neighbours and bond lengths (Å).
Geometry (Å):
1 C 2.985 5.862 0.956  C2 1.528, H59 1.087, H60 1.087, H61 1.087
2 C 3.052 5.721 -0.563  C1 1.528, O3 1.408, H57 1.094, H58 1.101
3 O 3.068 4.395 -1.038  C2 1.408, C4 1.414
4 C 1.859 3.671 -0.923  O3 1.414, C5 1.532, H55 1.097, H56 1.095
5 C 1.830 2.721 0.278  C4 1.532, H6 1.091, H7 1.090, C8 1.529
6 H 2.749 2.135 0.268  C5 1.091
7 H 1.800 3.284 1.212  C5 1.090
8 C 0.611 1.800 0.220  C5 1.529, N9 1.455, H53 1.098, H54 1.092
9 N 0.676 0.932 -0.946  C8 1.455, C10 1.423, C27 1.465
10 C -0.579 0.747 -1.591  N9 1.423, O11 1.217, N12 1.348
11 O -1.634 0.835 -0.989  C10 1.217
12 N -0.513 0.533 -2.920  C10 1.348, C13 1.452, C20 1.444
13 C -1.735 0.109 -3.581  N12 1.452, H14 1.091, C15 1.526, H19 1.093
14 H -1.457 -0.399 -4.506  C13 1.091
15 C -2.695 1.263 -3.858  C13 1.526, H16 1.087, H17 1.087, H18 1.086
16 H -3.596 0.883 -4.333  C15 1.087
17 H -2.243 2.007 -4.509  C15 1.087
18 H -2.966 1.735 -2.918  C15 1.086
19 H -2.226 -0.613 -2.923  C13 1.093
20 C 0.697 0.620 -3.705  N12 1.444, C21 1.528, H25 1.090, H26 1.097
21 C 0.577 1.625 -4.850  C20 1.528, H22 1.086, H23 1.087, H24 1.087
22 H -0.163 1.311 -5.581  C21 1.086
23 H 1.537 1.714 -5.352  C21 1.087
24 H 0.298 2.602 -4.462  C21 1.087
25 H 1.502 0.944 -3.045  C20 1.090
26 H 0.940 -0.371 -4.109  C20 1.097
27 C 1.419 -0.312 -0.730  N9 1.465, C28 1.503, H51 1.091, H52 1.092
28 C 0.648 -1.238 0.169  C27 1.503, C29 1.352, C37 1.460
29 C 0.801 -1.274 1.512  C28 1.352, C30 1.429, H50 1.082
30 C -0.057 -2.046 2.353  C29 1.429, C31 1.400, C35 1.406
31 C 0.087 -2.087 3.745  C30 1.400, C32 1.377, H49 1.080
32 C -0.779 -2.820 4.524  C31 1.377, C33 1.399, C45 1.498
33 C -1.815 -3.522 3.899  C32 1.399, C34 1.379, H44 1.081
34 C -1.996 -3.512 2.532  C33 1.379, C35 1.406, C40 1.500
35 C -1.100 -2.767 1.746  C30 1.406, C34 1.406, N36 1.369
36 N -1.202 -2.736 0.381  C35 1.369, C37 1.374, H39 1.012
37 C -0.387 -2.039 -0.478  C28 1.460, N36 1.374, O38 1.221
38 O -0.540 -2.146 -1.684  C37 1.221
39 H -1.945 -3.263 -0.061  N36 1.012
40 C -3.118 -4.275 1.892  C34 1.500, H41 1.087, H42 1.091, H43 1.090
41 H -3.715 -4.774 2.651  C40 1.087
42 H -2.733 -5.034 1.209  C40 1.091
43 H -3.770 -3.605 1.331  C40 1.090
44 H -2.496 -4.094 4.513  C33 1.081
45 C -0.641 -2.876 6.015  C32 1.498, H46 1.089, H47 1.089, H48 1.087
46 H -1.519 -2.442 6.492  C45 1.089
47 H -0.556 -3.909 6.351  C45 1.089
48 H 0.238 -2.329 6.346  C45 1.087
49 H 0.893 -1.528 4.200  C31 1.080
50 H 1.595 -0.711 1.986  C29 1.082
51 H 1.564 -0.804 -1.693  C27 1.091
52 H 2.388 -0.056 -0.298  C27 1.092
53 H 0.532 1.225 1.152  C8 1.098
54 H -0.298 2.399 0.133  C8 1.092
55 H 1.001 4.355 -0.887  C4 1.097
56 H 1.780 3.069 -1.835  C4 1.095
57 H 3.990 6.149 -0.929  C2 1.094
58 H 2.216 6.274 -1.020  C2 1.101
59 H 3.751 5.246 1.421  C1 1.087
60 H 3.154 6.900 1.230  C1 1.087
61 H 2.011 5.562 1.334  C1 1.087

Properties
Spin multiplicity   1
HOMO   -0.2987 Eh
SMILES   CCOCCCN(Cc1cc2cc(C)cc(C)c2[nH]c1=O)C(=O)N(CC)CC